The following is a DFT calculation (wB97M-V/def2-TZVPD) of C48H45BF4N9O3S3Ti as an isolated structure.

Last column: Löwdin charge in e.
Cartesian coordinates (Å):
Ti  0.302  0.103  -0.423  0.99
C  3.673  0.697  -0.737  -0.01
C  2.396  1.262  -1.258  -0.30
N  1.600  0.517  -1.990  -0.07
N  1.043  1.153  -3.137  -0.02
C  -0.232  1.221  -3.297  -1.09
S  -1.530  0.908  -2.241  0.70
S  -0.641  1.966  -4.902  0.87
C  0.049  3.621  -4.600  -0.43
C  1.171  3.971  -5.542  -0.29
C  2.475  3.572  -5.256  -0.04
C  3.510  3.872  -6.125  -0.09
C  3.261  4.575  -7.299  -0.12
C  1.966  4.972  -7.596  -0.11
C  0.931  4.670  -6.718  -0.06
C  2.106  2.713  -1.180  -0.12
C  2.949  3.734  -1.581  -0.05
C  2.514  5.056  -1.560  -0.12
C  1.224  5.332  -1.112  -0.11
C  0.380  4.324  -0.670  -0.01
C  0.823  2.995  -0.672  -0.34
O  0.097  2.020  -0.181  -0.26
H  3.690  -0.386  -0.803  0.07
H  4.452  1.098  -1.402  0.09
H  3.897  1.021  0.278  0.08
H  -0.741  4.372  -4.672  0.07
H  0.414  3.614  -3.574  0.06
H  2.650  2.998  -4.354  0.10
H  4.515  3.547  -5.887  0.10
H  4.074  4.806  -7.978  0.09
H  1.758  5.515  -8.509  0.09
H  -0.082  4.979  -6.949  0.10
H  3.940  3.494  -1.950  0.11
H  3.160  5.852  -1.904  0.08
H  0.870  6.357  -1.105  0.09
H  -0.618  4.537  -0.307  0.11
N  4.614  -5.396  -3.948  0.07
C  3.368  -4.731  -3.911  -0.33
C  2.184  -5.453  -3.920  -0.05
C  0.963  -4.799  -3.818  -0.06
C  0.928  -3.419  -3.742  -0.28
C  2.111  -2.685  -3.771  -0.05
C  3.320  -3.341  -3.860  -0.03
S  -0.584  -2.542  -3.530  0.58
O  -1.670  -3.485  -3.632  -0.32
O  -0.553  -1.430  -4.444  -0.33
N  -0.424  -1.902  -2.066  -0.11
C  -0.629  -2.591  -0.951  -0.46
N  -0.516  -1.800  0.157  0.00
C  -0.576  -2.368  1.359  -0.15
C  -0.817  -3.709  1.513  -0.07
C  -0.941  -4.437  0.327  -0.13
N  -0.862  -3.924  -0.875  0.16
H  4.568  -6.285  -3.467  0.07
H  5.336  -4.837  -3.514  0.07
H  2.217  -6.537  -3.950  0.10
H  0.037  -5.351  -3.764  0.11
H  2.073  -1.607  -3.685  0.11
H  4.244  -2.773  -3.831  0.11
H  -0.428  -1.703  2.201  0.11
H  -0.848  -4.174  2.486  0.09
H  -1.100  -5.512  0.371  0.10
C  -4.953  3.988  3.244  -0.05
C  -4.495  2.883  4.151  -0.22
C  -5.123  2.626  5.358  -0.07
C  -4.712  1.596  6.194  -0.11
C  -3.653  0.796  5.794  -0.10
C  -3.007  1.023  4.588  -0.03
C  -3.408  2.075  3.768  -0.19
N  -2.782  2.369  2.547  0.13
C  -1.782  1.492  2.029  -0.38
N  -0.626  1.643  2.714  0.13
C  0.622  0.946  2.731  -0.20
C  1.124  0.216  1.649  -0.11
C  2.357  -0.407  1.914  -0.13
C  3.054  -0.288  3.104  -0.08
C  2.531  0.489  4.124  -0.08
C  1.307  1.110  3.958  -0.23
C  0.749  1.946  5.082  -0.06
N  -2.001  0.689  1.062  0.17
C  -3.289  0.800  0.477  -0.27
C  -3.622  1.943  -0.244  -0.13
C  -4.879  2.092  -0.808  -0.09
C  -5.819  1.082  -0.664  -0.10
C  -5.480  -0.064  0.042  -0.05
C  -4.226  -0.227  0.622  -0.20
C  -3.897  -1.460  1.408  -0.02
H  -5.741  4.576  3.714  0.07
H  -5.348  3.601  2.299  0.08
H  -4.128  4.657  2.987  0.08
H  -5.958  3.256  5.646  0.10
H  -5.216  1.417  7.134  0.09
H  -3.323  -0.026  6.416  0.10
H  -2.197  0.380  4.274  0.11
H  -3.431  2.671  1.831  0.09
H  -0.700  2.390  3.384  0.11
H  2.796  -1.019  1.154  0.06
H  3.999  -0.803  3.224  0.10
H  3.065  0.614  5.061  0.09
H  1.430  1.930  5.934  0.07
H  -0.226  1.597  5.430  0.06
H  0.624  2.999  4.801  0.08
H  -2.851  2.688  -0.399  0.10
H  -5.101  2.979  -1.388  0.10
H  -6.797  1.172  -1.119  0.09
H  -6.202  -0.866  0.145  0.10
H  -4.635  -2.243  1.227  0.08
H  -3.877  -1.250  2.481  0.08
H  -2.917  -1.850  1.141  0.05
F  2.381  -4.346  -0.705  0.15
B  2.774  -3.221  -0.014  -1.29
F  2.194  -2.036  -0.590  0.05
F  2.370  -3.321  1.321  0.11
F  4.168  -3.053  -0.074  0.09

Values from the calculation:
Expectation value of S²: 0.7583
LUMO energy (spin up / spin down): 0.1370 / 0.1370 Eh
2S+1: 2
Total charge: -2
Gap between HOMO and LUMO (spin up / spin down): 5.93 / 6.04 eV
E_HOMO (spin up / spin down): -2.2 / -2.3 eV

=====

The following is a DFT calculation (wB97M-V/def2-TZVPD) of C48H46KN4O2PS2 as an isolated structure.

Last column: Löwdin charge in e.
Cartesian coordinates (Å):
K  -0.533  -0.006  0.069  0.61
C  0.305  4.034  -1.690  -0.05
C  -0.629  2.886  -1.931  -0.29
C  -1.827  2.790  -1.240  -0.08
C  -2.666  1.699  -1.415  -0.30
C  -3.927  1.551  -0.619  -0.05
C  -2.316  0.723  -2.336  -0.04
C  -1.134  0.808  -3.056  -0.27
C  -0.779  -0.259  -4.044  -0.03
C  -0.295  1.892  -2.840  -0.04
H  0.277  4.740  -2.523  0.08
H  1.322  3.663  -1.586  0.05
H  0.035  4.558  -0.777  0.07
H  -2.094  3.563  -0.531  0.08
H  -4.774  1.989  -1.152  0.08
H  -3.830  2.054  0.341  0.03
H  -4.131  0.494  -0.463  0.08
H  -2.958  -0.136  -2.462  0.10
H  -1.090  0.034  -5.050  0.08
H  -1.284  -1.185  -3.786  0.08
H  0.293  -0.439  -4.055  0.07
H  0.642  1.955  -3.378  0.12
O  -3.363  -2.046  -1.370  -0.02
C  -2.325  -2.403  -0.801  -0.67
O  -1.717  -1.771  0.096  -0.29
C  -1.743  -3.757  -1.157  -0.15
C  -2.627  -4.811  -1.338  -0.04
C  -2.160  -6.089  -1.577  -0.11
C  -0.793  -6.316  -1.632  -0.10
C  0.089  -5.266  -1.466  -0.08
C  -0.367  -3.970  -1.237  -0.28
P  0.825  -2.563  -1.007  1.11
C  1.679  -2.744  -2.619  -0.34
C  1.025  -3.146  -3.783  -0.12
C  1.677  -3.138  -5.002  -0.12
C  2.993  -2.714  -5.092  -0.12
C  3.652  -2.298  -3.945  -0.09
C  3.001  -2.306  -2.729  -0.10
C  2.069  -3.229  0.093  -0.31
C  3.106  -4.061  -0.294  -0.17
C  4.241  -4.228  0.477  -0.17
C  4.432  -3.363  1.578  -0.18
C  3.453  -2.540  2.015  -0.10
C  2.049  -2.646  1.502  -0.43
H  -3.689  -4.605  -1.290  0.11
H  -2.857  -6.909  -1.711  0.09
H  -0.419  -7.316  -1.820  0.09
H  1.153  -5.451  -1.516  0.09
H  -0.004  -3.478  -3.730  0.10
H  1.155  -3.463  -5.894  0.09
H  3.502  -2.716  -6.048  0.08
H  4.681  -1.966  -4.002  0.09
H  3.528  -1.995  -1.840  0.09
H  3.076  -4.544  -1.268  0.09
H  5.026  -4.907  0.164  0.05
H  5.424  -3.311  2.023  0.09
H  3.628  -1.822  2.803  0.09
H  0.388  -1.551  1.356  0.01
C  -0.234  -5.802  3.401  -0.13
C  1.106  -5.642  3.703  -0.12
C  1.830  -4.592  3.165  -0.03
C  1.235  -3.681  2.297  -0.11
C  -0.117  -3.856  2.003  -0.03
C  -0.844  -4.894  2.548  -0.09
N  1.384  -1.335  1.385  -0.14
N  1.538  -0.463  2.512  0.01
C  2.006  0.741  2.313  -0.37
C  2.168  1.516  3.516  -0.08
C  2.752  2.744  3.559  -0.16
C  3.226  3.358  2.395  -0.16
C  3.014  2.702  1.201  -0.17
C  2.421  1.452  1.127  -0.44
H  -0.800  -6.630  3.812  0.08
H  1.598  -6.355  4.355  0.08
H  2.879  -4.489  3.407  0.10
H  -0.611  -3.181  1.318  0.07
H  -1.889  -5.003  2.284  0.10
H  1.807  1.054  4.426  0.09
H  2.837  3.268  4.508  0.08
H  3.726  4.320  2.429  0.07
H  3.321  3.171  0.270  0.09
C  -2.381  3.084  5.822  -0.11
N  -1.610  2.629  4.688  -0.07
C  -2.206  2.242  3.515  -0.90
N  -3.396  1.551  3.624  0.09
S  -1.563  2.689  2.063  0.72
H  -1.802  3.812  6.386  0.08
H  -2.631  2.252  6.488  0.07
H  -3.316  3.554  5.502  0.08
H  -0.731  3.095  4.522  0.10
H  -3.457  0.940  4.426  0.10
H  -3.652  1.085  2.764  0.08
S  2.135  0.936  -0.557  0.94
C  3.761  0.555  -1.110  -0.51
C  4.636  -0.170  -0.308  -0.08
C  5.907  -0.452  -0.763  -0.08
C  6.324  -0.002  -2.009  -0.12
C  5.452  0.722  -2.807  -0.13
C  4.171  0.991  -2.368  -0.12
H  4.291  -0.538  0.647  0.10
H  6.577  -1.034  -0.145  0.10
H  7.328  -0.219  -2.356  0.09
H  5.782  1.086  -3.775  0.09
H  3.481  1.542  -2.994  0.09

Values from the calculation:
LUMO energy: 0.1317 Eh
Total charge: -2
Gap between HOMO and LUMO: 3.75 eV
E_HOMO: -0.2 eV

=====

The following is a DFT calculation (wB97M-V/def2-TZVPD) of a 7-piece molecular cluster, C48H47N7O19S2 overall.

Last column: Löwdin charge in e.
Cartesian coordinates (Å):
C  1.132  2.857  -0.124  -0.07
C  0.794  1.305  -0.258  -0.23
O  -0.640  1.199  -0.322  -0.16
C  -1.092  0.224  -1.252  -0.21
C  -1.604  -1.107  -0.528  -0.07
C  -2.478  -1.962  -1.525  -0.27
O  -2.548  -1.490  -2.900  -0.17
S  -3.909  -2.124  -3.610  0.73
O  -4.697  -0.936  -3.890  -0.24
O  -3.733  -2.803  -4.877  -0.24
O  -4.409  -3.072  -2.335  -0.20
C  -3.928  -2.403  -1.119  -0.39
C  -5.025  -1.332  -0.845  -0.14
C  -4.749  0.089  -0.626  0.04
C  -5.903  0.958  -0.349  -0.02
C  -7.211  0.322  -0.313  -0.13
N  -7.504  -0.989  -0.539  0.07
C  -6.422  -1.756  -0.798  -0.09
S  -3.883  -3.646  0.267  0.75
C  -4.224  -5.361  -0.293  -0.13
O  -4.853  -3.323  1.327  -0.31
O  -2.563  -3.686  0.931  -0.34
H  0.234  3.465  -0.420  0.08
H  1.390  3.139  0.950  0.06
H  2.015  3.160  -0.745  0.07
H  1.195  0.794  0.652  0.10
H  1.334  0.913  -1.156  0.12
H  -1.945  0.699  -1.820  0.12
H  -0.339  -0.087  -2.018  0.13
H  -2.111  -0.896  0.447  0.13
H  -0.669  -1.700  -0.327  0.13
H  -1.921  -2.944  -1.614  0.16
H  -3.708  0.485  -0.644  0.10
H  -5.791  2.047  -0.179  0.10
H  -8.077  0.991  -0.070  0.11
H  -6.618  -2.845  -0.982  0.13
H  -3.463  -6.031  0.182  0.08
H  -5.226  -5.730  0.061  0.09
H  -4.181  -5.458  -1.404  0.06
O  2.846  3.108  2.702  0.05
N  3.856  3.274  2.038  -0.35
O  4.386  2.410  1.363  0.08
C  4.474  4.604  2.056  -0.15
C  3.918  5.605  2.842  0.01
C  4.519  6.856  2.876  -0.06
C  5.663  7.098  2.123  -0.05
C  6.206  6.092  1.332  -0.08
C  5.611  4.838  1.296  -0.01
H  3.028  5.425  3.431  0.11
H  4.096  7.646  3.493  0.06
H  6.134  8.074  2.154  0.11
H  7.095  6.286  0.745  0.10
H  6.044  4.061  0.679  0.12
O  7.212  8.216  -1.035  0.06
N  7.512  8.339  -2.210  -0.34
O  8.212  9.230  -2.654  0.08
C  6.987  7.346  -3.153  -0.14
C  6.155  6.337  -2.688  0.00
C  5.641  5.412  -3.585  -0.06
C  5.964  5.498  -4.934  -0.07
C  6.807  6.506  -5.389  -0.07
C  7.322  7.436  -4.497  0.00
H  5.897  6.261  -1.639  0.11
H  4.986  4.624  -3.234  0.11
H  5.557  4.778  -5.634  0.11
H  7.058  6.568  -6.441  0.11
H  7.974  8.219  -4.861  0.12
O  -4.052  -7.875  -1.506  0.04
N  -4.514  -9.005  -1.438  -0.33
O  -3.908  -9.970  -1.016  0.09
C  -5.891  -9.209  -1.900  -0.14
C  -6.602  -8.136  -2.422  0.00
C  -7.896  -8.338  -2.880  -0.06
C  -8.469  -9.602  -2.809  -0.07
C  -7.753  -10.667  -2.275  -0.06
C  -6.458  -10.473  -1.818  0.00
H  -6.164  -7.148  -2.482  0.11
H  -8.458  -7.511  -3.295  0.11
H  -9.479  -9.758  -3.172  0.11
H  -8.205  -11.650  -2.219  0.11
H  -5.907  -11.309  -1.407  0.12
O  3.148  -4.191  -3.354  0.08
N  2.701  -5.321  -3.265  -0.35
O  3.315  -6.273  -2.817  0.08
C  1.330  -5.551  -3.734  -0.15
C  0.611  -4.499  -4.286  0.00
C  -0.677  -4.727  -4.750  -0.07
C  -1.236  -5.995  -4.657  -0.07
C  -0.513  -7.039  -4.094  -0.06
C  0.777  -6.820  -3.630  0.00
H  1.039  -3.508  -4.363  0.12
H  -1.245  -3.915  -5.189  0.10
H  -2.241  -6.170  -5.026  0.11
H  -0.954  -8.026  -4.020  0.11
H  1.334  -7.640  -3.196  0.12
O  3.620  -1.795  3.126  0.08
N  2.456  -1.897  2.783  -0.34
O  1.903  -1.157  1.987  0.06
C  1.663  -2.981  3.372  -0.14
C  2.245  -3.823  4.310  -0.01
C  1.484  -4.833  4.881  -0.07
C  0.154  -4.997  4.510  -0.07
C  -0.416  -4.155  3.563  -0.06
C  0.338  -3.142  2.991  0.00
H  3.280  -3.704  4.605  0.12
H  1.926  -5.492  5.619  0.11
H  -0.441  -5.783  4.961  0.11
H  -1.452  -4.286  3.273  0.10
H  -0.117  -2.490  2.257  0.11
O  2.863  11.170  4.260  0.10
N  2.738  9.974  4.440  -0.32
O  3.036  9.116  3.621  0.04
C  2.190  9.530  5.725  -0.14
C  1.806  10.475  6.667  0.00
C  1.265  10.052  7.872  -0.06
C  1.117  8.694  8.130  -0.07
C  1.514  7.755  7.185  -0.06
C  2.052  8.171  5.976  0.01
H  1.917  11.535  6.475  0.12
H  0.956  10.780  8.612  0.11
H  0.689  8.366  9.070  0.11
H  1.399  6.698  7.391  0.11
H  2.355  7.432  5.246  0.11

Values from the calculation:
LUMO energy: -0.0403 Eh
Gap between HOMO and LUMO: 8.51 eV
E_HOMO: -9.6 eV

=====

The following is a DFT calculation (wB97M-V/def2-TZVPD) of C48H48N4O2SbW as an isolated structure.

Last column: Löwdin charge in e.
Cartesian coordinates (Å):
W  -0.105  -0.080  -0.071  1.67
C  -1.618  -0.077  -2.897  -0.12
C  -0.535  -1.067  -3.288  -0.11
C  -0.333  -2.242  -2.363  -0.24
C  -0.335  -3.522  -2.899  0.03
C  -0.153  -4.627  -2.086  0.02
C  0.037  -4.426  -0.726  0.00
C  0.056  -3.137  -0.251  -0.15
N  -0.124  -2.053  -1.039  -0.05
N  -1.257  0.850  -1.774  -0.27
C  -2.528  1.360  -1.189  -0.09
C  -3.145  0.245  -0.408  -0.25
C  -4.503  0.094  -0.212  0.04
C  -4.953  -0.979  0.542  0.02
C  -4.028  -1.867  1.074  0.00
C  -2.688  -1.650  0.837  -0.08
N  -2.250  -0.616  0.101  -0.04
C  -0.475  1.991  -2.283  -0.13
C  0.141  2.762  -1.154  -0.27
C  0.492  4.089  -1.289  0.03
C  1.090  4.744  -0.223  0.02
C  1.298  4.046  0.957  0.00
C  0.918  2.724  1.026  -0.09
N  0.354  2.077  -0.010  -0.04
H  -2.521  -0.615  -2.609  0.14
H  -1.874  0.541  -3.762  0.15
H  0.418  -0.564  -3.464  0.07
H  -0.820  -1.471  -4.259  0.14
H  -0.486  -3.644  -3.963  0.14
H  -0.161  -5.624  -2.505  0.14
H  0.183  -5.251  -0.044  0.13
H  0.255  -2.939  0.794  0.11
H  -3.191  1.717  -1.981  0.16
H  -2.305  2.203  -0.530  0.15
H  -5.195  0.802  -0.647  0.14
H  -6.013  -1.123  0.710  0.14
H  -4.338  -2.717  1.665  0.13
H  -1.935  -2.309  1.247  0.12
H  -1.100  2.641  -2.902  0.16
H  0.303  1.587  -2.925  0.08
H  0.294  4.604  -2.221  0.14
H  1.380  5.782  -0.309  0.14
H  1.754  4.516  1.817  0.13
H  1.085  2.149  1.925  0.12
C  -1.386  0.985  4.020  0.03
C  -0.466  0.391  3.005  -0.31
O  -0.840  0.514  1.799  -0.15
C  0.753  -0.253  3.377  -0.10
C  1.146  -0.304  4.737  0.01
C  2.319  -0.905  5.108  -0.03
C  3.134  -1.479  4.124  0.00
C  2.780  -1.454  2.791  0.02
C  1.588  -0.846  2.402  -0.29
O  1.270  -0.856  1.103  -0.33
H  -2.255  1.409  3.525  0.10
H  -0.874  1.768  4.584  0.12
H  -1.703  0.229  4.739  0.12
H  0.514  0.140  5.493  0.12
H  2.613  -0.938  6.147  0.13
H  4.063  -1.954  4.414  0.13
H  3.409  -1.896  2.029  0.11
C  2.086  2.080  -4.747  -0.07
C  2.552  0.652  -4.887  -0.29
C  2.723  0.189  -6.193  -0.03
C  3.120  -1.107  -6.467  -0.04
C  3.365  -1.982  -5.420  -0.05
C  3.218  -1.544  -4.115  -0.13
C  2.819  -0.232  -3.830  -0.32
Sb  2.652  0.145  -1.723  1.64
C  3.685  1.972  -1.353  -0.33
C  4.060  2.796  -2.413  -0.13
C  4.768  3.966  -2.185  -0.05
C  5.124  4.310  -0.888  -0.04
C  4.804  3.463  0.161  -0.04
C  4.097  2.281  -0.050  -0.33
C  3.920  1.323  1.094  -0.06
C  3.991  -1.354  -1.047  -0.34
C  3.424  -2.500  -0.495  -0.17
C  4.209  -3.573  -0.103  -0.07
C  5.584  -3.494  -0.259  -0.04
C  6.149  -2.364  -0.828  -0.01
C  5.377  -1.281  -1.252  -0.28
C  6.065  -0.131  -1.936  -0.03
H  2.659  2.733  -5.406  0.11
H  2.199  2.476  -3.739  0.03
H  1.040  2.177  -5.055  0.09
H  2.546  0.875  -7.013  0.13
H  3.248  -1.428  -7.492  0.12
H  3.687  -2.997  -5.614  0.12
H  3.440  -2.236  -3.313  0.09
H  3.850  2.512  -3.434  0.07
H  5.060  4.591  -3.018  0.12
H  5.683  5.217  -0.700  0.12
H  5.136  3.705  1.164  0.12
H  3.929  1.838  2.056  0.10
H  4.733  0.592  1.107  0.10
H  2.993  0.754  1.015  0.02
H  2.355  -2.557  -0.361  0.05
H  3.752  -4.462  0.315  0.11
H  6.218  -4.318  0.042  0.12
H  7.222  -2.322  -0.973  0.13
H  7.077  -0.416  -2.219  0.09
H  6.137  0.747  -1.292  0.09
H  5.541  0.167  -2.847  0.07

Values from the calculation:
Expectation value of S²: 2.0135
LUMO energy (spin up / spin down): -0.3081 / -0.3204 Eh
2S+1: 3
Total charge: +3
Gap between HOMO and LUMO (spin up / spin down): 6.94 / 6.90 eV
E_HOMO (spin up / spin down): -15.3 / -15.6 eV

=====

Calculated electronic energy, -137238.2942; -107862.9721; -121520.5772; -68952.6294 eV (same order as the records).
Calculated ΔE to the lowest compared entry with this formula, charge and spin, 176.6; 279.6; 263.9; 34.3 kJ/mol (same order as the records).